(1)
DFT (ωB97M-V/def2-TZVPD) results for C23H25AgBrN8S2 as an isolated structure.

Output
strongest force on any atom = 0.7 eV Å⁻¹
total charge = -1
HOMO = -1.498 eV
frontier orbital gap = 3.780 eV
ΔE to the lowest compared entry with this formula, charge and spin = 0.00 kJ/mol
2S+1 = 1
calculated total energy = -131888.8613 eV

The geometry in XYZ format:
```
60
Properties=species:S:1:pos:R:3:forces:R:3
Ag 0.330777 0.041529 0.814064 -0.2 0.4 0.5
C -2.546921 -4.686779 0.865383 0.0 0.0 0.0
C -2.126952 -3.769968 1.952273 0.2 0.1 -0.3
N -2.539153 -3.799389 3.172476 0.1 0.1 0.2
N -1.859921 -2.762235 3.768801 -0.4 0.0 0.5
C -1.082344 -2.045903 2.947945 0.1 -0.2 -0.4
S -0.161833 -0.693325 3.280979 -0.1 0.0 -0.1
N -1.236235 -2.732266 1.762778 0.1 0.1 -0.3
N -0.623012 -2.324169 0.600861 -0.1 -0.5 0.0
H -3.151076 -5.482518 1.293829 0.0 0.0 0.0
H -1.679893 -5.116557 0.363160 0.0 0.0 0.0
H -3.137593 -4.156721 0.116731 0.0 0.0 0.0
H -2.089953 -2.486455 4.706139 0.1 -0.1 0.0
H -1.235751 -2.211014 -0.193268 0.0 0.2 0.0
H 0.241485 -2.804060 0.395594 0.1 0.1 0.0
Br 6.980335 0.063594 0.081958 0.2 0.0 0.0
C 5.210157 -0.546259 0.341593 0.0 0.1 0.1
C 4.403529 -0.790582 -0.744467 -0.2 0.0 -0.2
C 3.099915 -1.203401 -0.491477 0.0 0.1 -0.4
N 2.605577 -1.367722 0.730781 0.1 -0.5 0.1
C 3.411137 -1.143432 1.760381 0.4 0.1 0.2
C 4.730536 -0.723051 1.623661 -0.3 -0.1 0.3
H 4.744506 -0.636233 -1.758131 0.0 0.0 0.0
H 2.395513 -1.346873 -1.306357 0.1 0.0 0.0
H 2.980547 -1.281968 2.749289 0.0 0.0 -0.1
H 5.347476 -0.536968 2.491467 0.0 0.0 0.0
N -0.267633 4.161102 1.213861 -0.1 0.0 0.1
C -1.472989 3.520399 1.209015 0.0 0.2 -0.2
N -1.619761 2.266204 1.413994 -0.2 -0.2 0.2
C -2.958438 1.912987 1.352678 0.2 0.0 0.1
C -3.450588 0.622759 1.521900 -0.1 -0.1 0.0
C -4.816578 0.402505 1.440946 0.1 0.0 0.0
C -5.701456 1.453980 1.190092 0.1 0.0 0.0
C -5.225466 2.744402 1.017411 0.0 0.0 0.0
C -3.856027 2.958840 1.103386 -0.1 0.0 0.0
S -2.959546 4.440617 0.930397 0.0 0.1 0.0
H 0.515442 3.542286 1.049577 0.0 0.0 0.0
H -0.218020 5.026283 0.705150 0.0 0.0 -0.1
H -2.743226 -0.178747 1.705143 -0.1 0.1 0.0
H -5.205407 -0.600762 1.572594 0.0 0.0 0.0
H -6.765202 1.263267 1.127582 0.0 0.0 0.0
H -5.906287 3.562573 0.816450 0.0 0.0 0.0
C 0.068427 -0.943085 -3.832257 0.0 0.0 0.0
C 1.051895 0.144382 -3.527948 0.1 0.1 0.2
C 1.858688 0.654682 -4.519853 0.1 0.1 0.1
C 2.797448 1.676809 -4.284363 -0.1 -0.1 0.1
C 2.878356 2.163750 -2.979189 -0.1 -0.1 0.1
C 2.101643 1.687895 -1.928713 0.0 -0.1 -0.2
C 2.288218 2.318816 -0.574996 0.0 0.0 -0.1
C 1.100134 0.619599 -2.128143 0.1 0.1 -0.2
N 0.323129 0.068162 -1.234844 0.1 0.0 -0.4
H 0.100085 -1.210619 -4.894584 0.0 0.0 0.1
H -0.947875 -0.635319 -3.558190 0.0 0.0 0.0
H 0.266413 -1.837313 -3.224526 0.0 0.0 0.0
H 1.766207 0.243654 -5.525894 0.0 0.0 0.0
H 3.410407 2.084052 -5.082121 0.0 0.0 0.1
H 3.588083 2.966018 -2.765971 0.0 0.0 0.0
H 2.508825 3.389018 -0.667074 0.0 0.0 0.0
H 3.098430 1.873934 0.017431 0.0 -0.1 0.0
H 1.381838 2.179614 0.014615 -0.1 0.0 0.0
```
Positions in Å, forces in eV/Å.

(2)
DFT (ωB97M-V/def2-TZVPD) results for the molecule H3NOP2 at a distorted geometry.

Output
strongest force on any atom = 3.9 eV Å⁻¹
total charge = 0
HOMO (alpha / beta) = -8.609 / -8.609 eV
frontier orbital gap (alpha / beta) = 8.228 / 8.226 eV
SMILES = O=N[PH]#[PH2]
ΔE to the lowest compared entry with this formula, charge and spin = 50.76 kJ/mol
2S+1 = 1
calculated total energy = -22159.9519 eV

The geometry in XYZ format:
```
7
Properties=species:S:1:pos:R:3:forces:R:3
O -1.933588 -0.940984 0.680324 -0.1 -2.8 1.5
N -1.770929 0.072637 0.110541 -3.1 1.2 -1.1
P -0.338341 0.852935 0.025595 2.3 1.9 -2.5
P 1.132556 -0.770665 -0.161762 0.4 0.4 -0.7
H -0.591753 1.060592 -1.446033 0.4 0.1 1.6
H 1.375917 -0.523883 1.152052 0.3 -0.4 1.6
H 2.126138 0.249365 -0.360720 -0.2 -0.3 -0.4
```
Positions in Å, forces in eV/Å.

(3)
DFT (ωB97M-V/def2-TZVPD) results for CH4INO as an isolated structure at a distorted geometry.

Output
strongest force on any atom = 5.8 eV Å⁻¹
total charge = 0
HOMO (alpha / beta) = -6.486 / -9.369 eV
frontier orbital gap (alpha / beta) = 7.295 / 6.731 eV
ΔE to the lowest compared entry with this formula, charge and spin = 114.67 kJ/mol
<S²> = 2.009
2S+1 = 3
calculated total energy = -12733.5678 eV

The geometry in XYZ format:
```
8
Properties=species:S:1:pos:R:3:forces:R:3
C 0.525426 -0.383153 -0.004347 0.6 -3.2 0.0
N -1.441604 0.777679 0.031399 -0.3 4.6 3.5
O -0.562075 0.060496 0.767249 0.8 0.1 1.0
I -3.229032 -0.253967 -0.366783 -3.2 -1.9 -1.3
H 0.896349 -1.469687 0.238261 -1.0 2.0 0.4
H 1.367168 0.247855 0.044164 0.9 1.1 0.2
H 0.211353 -0.501360 -1.004602 -0.3 0.2 -1.4
H -1.980335 1.704623 0.762434 2.6 -2.9 -2.5
```
Positions in Å, forces in eV/Å.

(4)
DFT (ωB97M-V/def2-TZVPD) results for the molecule C5H8N2 at a distorted geometry.

Output
strongest force on any atom = 1.4 eV Å⁻¹
total charge = 0
HOMO = -9.269 eV
frontier orbital gap = 10.181 eV
SMILES = C[C@H]1[C@@H](C#N)N1C
ΔE to the lowest compared entry with this formula, charge and spin = 269.95 kJ/mol
2S+1 = 1
calculated total energy = -8292.1985 eV

The geometry in XYZ format:
```
15
Properties=species:S:1:pos:R:3:forces:R:3
C -1.994467 0.154830 0.094575 0.2 0.0 0.2
C -0.818718 -0.451082 -0.638330 0.0 0.0 0.2
C 0.420535 0.278937 -1.027925 0.2 0.1 -0.1
C 0.711189 1.526335 -0.342523 0.3 0.8 0.5
N 1.047077 2.416751 0.316741 -0.4 -0.6 -0.7
N 0.523242 -0.895031 -0.170293 0.5 0.1 0.3
C 1.584277 -0.776752 0.956903 -0.5 0.0 -0.5
H -1.699990 0.943756 0.787011 0.0 -0.1 0.1
H -2.710065 0.580922 -0.626335 0.4 -0.1 0.1
H -2.530909 -0.630704 0.635848 0.1 0.1 0.0
H -1.176778 -1.084355 -1.464523 0.4 -0.2 0.6
H 0.799224 0.238028 -2.051435 0.0 -0.1 0.2
H 2.424606 -1.051328 0.336459 0.6 0.3 0.1
H 1.668342 -1.477540 1.808608 -1.3 -0.1 -0.7
H 1.752438 0.227234 1.385217 -0.4 -0.3 -0.4
```
Positions in Å, forces in eV/Å.

(5)
DFT (ωB97M-V/def2-TZVPD) results for an isolated ion of composition C11H17FN3O2 and charge +1 at a distorted geometry.

Output
strongest force on any atom = 12.1 eV Å⁻¹
total charge = +1
HOMO = -13.131 eV
frontier orbital gap = 8.606 eV
SMILES = O=C=Nc1cn(CCCCO)c[n+]1CCCF
2S+1 = 1
calculated total energy = -22948.1968 eV

The geometry in XYZ format:
```
34
Properties=species:S:1:pos:R:3:forces:R:3
O -0.874834 3.645956 1.656236 -9.0 -8.0 0.7
C -1.864170 2.713595 1.717895 4.1 2.1 -0.8
N -2.807612 1.679057 1.728036 6.3 3.1 -1.4
C -1.982151 0.473103 1.233197 3.3 -2.2 1.0
C -0.702515 -0.180377 2.065270 -4.0 -0.4 -6.3
N -0.305259 -1.252860 1.075221 -2.6 1.1 -1.4
C 0.855887 -2.238284 1.172640 0.7 -0.3 0.0
C 1.942702 -1.905014 -0.014855 0.9 -0.3 -0.5
C 3.438407 -1.485994 0.538902 0.3 0.7 -1.0
C 3.559597 0.164380 0.774728 0.9 -0.6 0.2
O 3.486257 0.899905 -0.531218 -1.5 0.1 2.3
C -1.134960 -1.358523 -0.185148 -0.1 3.8 5.3
N -2.177169 -0.268113 -0.071603 3.6 -2.3 2.7
C -3.158813 -0.067892 -1.204959 0.4 1.3 -1.9
C -2.917496 1.486010 -1.755154 0.4 -0.1 0.1
C -1.309177 1.775235 -2.105508 -0.8 -0.2 -1.1
F -1.301137 2.886267 -3.125307 0.2 -2.5 2.7
H -0.241367 0.101686 3.104406 -0.9 -0.9 -2.4
H 1.349013 -2.192605 2.254485 -1.2 0.1 -2.4
H 0.394734 -3.306911 1.017250 1.0 2.1 0.4
H 2.043575 -2.872198 -0.691735 -0.2 2.0 1.5
H 1.607232 -1.024910 -0.738961 0.5 -1.8 1.7
H 4.244641 -1.736393 -0.304541 -1.9 0.5 1.8
H 3.769853 -2.100962 1.483314 -0.8 1.4 -1.7
H 4.662417 0.357665 1.176515 -2.5 -0.4 -0.5
H 2.732475 0.566099 1.522393 1.8 -0.9 -1.4
H 2.925636 1.718036 -0.351801 1.2 -1.6 -0.4
H -0.911834 -2.163919 -1.004441 -0.8 2.0 1.7
H -4.276944 -0.296364 -0.937952 2.4 0.5 -0.2
H -2.796545 -0.771400 -2.094870 -0.9 1.3 2.2
H -3.579676 1.632712 -2.734852 1.6 -0.2 2.3
H -3.193510 2.230064 -0.893607 0.1 -1.4 -1.9
H -0.682092 2.042296 -1.146548 -1.3 0.0 -2.1
H -0.795164 0.850653 -2.627428 -1.1 1.9 0.9
```
Positions in Å, forces in eV/Å.

(6)
DFT (ωB97M-V/def2-TZVPD) results for C18H18O16Pd4 as an isolated structure at a distorted geometry.

Output
strongest force on any atom = 8.6 eV Å⁻¹
total charge = +7
HOMO (alpha / beta) = -27.042 / -27.034 eV
frontier orbital gap (alpha / beta) = 4.837 / 3.155 eV
<S²> = 24.866
2S+1 = 10
calculated total energy = -65515.7066 eV

The geometry in XYZ format:
```
56
Properties=species:S:1:pos:R:3:forces:R:3
Pd 3.353926 3.015776 -1.410313 1.2 0.8 -0.8
Pd -3.701811 -0.017034 3.440013 -0.4 0.2 -0.4
Pd 5.007589 -0.788476 0.165560 1.1 -0.4 0.0
Pd -1.073441 -2.127463 4.754933 -0.1 -0.5 0.3
C -0.224708 1.511091 0.836168 4.7 1.2 -2.6
C -0.813321 0.552089 1.598919 -4.8 0.1 0.6
C -0.260261 -0.841355 1.801792 -3.3 -2.9 2.3
O -0.866319 -1.811263 2.414403 1.0 3.3 -0.4
C 0.943546 -1.195368 1.276246 2.9 -0.4 -1.7
C 1.734370 -0.272964 0.575331 4.1 4.0 -1.5
C 1.150853 1.257728 0.224396 1.0 0.5 -1.3
O 1.791906 2.117321 -0.487494 -3.5 -3.8 3.5
O 2.993645 -0.363677 0.335032 -4.1 -0.2 0.6
O -2.039055 0.890079 1.867090 1.9 -1.8 1.1
H -0.610066 2.488015 0.584114 -0.6 -0.1 0.5
H 1.429609 -2.155699 1.365136 -0.5 -0.4 0.4
C -1.139805 2.714873 -2.191655 -1.2 -0.3 -1.1
C -2.556294 2.849971 -2.765292 0.4 1.1 0.5
O -2.470519 2.094639 -4.008165 -0.3 -0.6 -2.4
C -1.247787 1.783712 -4.378571 -3.2 3.1 7.3
O -0.909124 1.228142 -5.423535 0.8 -0.6 -1.6
O -0.475633 2.070787 -3.300181 2.8 -1.5 -2.1
H -1.203433 2.060238 -1.322451 0.5 -0.4 -0.3
H -0.575640 3.627195 -1.998047 -0.3 0.1 0.0
H -2.783488 3.904297 -2.923038 -0.2 -0.2 -0.8
H -3.333851 2.447858 -2.115825 0.0 -0.4 -0.5
C -0.916382 5.108484 2.362908 -3.1 -1.8 0.1
C -0.955787 4.035219 3.440670 -1.2 1.1 1.3
O 0.194915 4.432439 4.214706 2.3 0.9 -0.5
C 1.002072 5.067904 3.359697 -3.1 -1.3 1.1
O 2.160455 5.341903 3.756561 0.6 0.4 -0.5
O 0.433182 5.260638 2.193560 4.8 1.1 0.0
H -1.361550 6.049325 2.686525 -0.2 0.0 -0.2
H -1.340599 4.686050 1.452033 -0.1 0.7 -0.2
H -0.853651 2.969529 3.235768 0.0 0.2 -0.5
H -1.795721 4.208754 4.113337 -0.1 -0.3 0.0
C 0.612557 -1.233491 -2.313307 2.5 0.2 -1.7
C 0.103301 -2.121724 -3.391813 3.0 -0.9 -1.6
O -1.231785 -1.990230 -3.315685 -3.5 1.8 1.4
C -1.581308 -1.283052 -2.167756 -6.2 -4.1 -0.8
O -2.775247 -1.249121 -1.774622 5.6 1.3 -1.1
O -0.458072 -1.083950 -1.476731 -0.4 1.8 3.1
H 0.881694 -0.315603 -2.835949 0.0 0.6 0.6
H 1.520420 -1.645423 -1.872653 -0.2 0.0 0.6
H 0.457524 -3.148908 -3.305027 -0.4 -0.2 0.0
H 0.485070 -1.715672 -4.328546 -0.1 -0.5 -0.3
C 0.432326 -5.708843 0.326487 -2.0 2.5 1.0
C 1.479859 -5.012648 1.127964 0.2 1.7 -0.3
O 2.378885 -6.068722 1.367036 4.0 2.5 3.5
C 2.201509 -7.086335 0.694776 -7.5 3.2 -2.1
O 2.933259 -8.012866 0.509458 2.4 -3.5 -0.6
O 0.927460 -6.942537 0.125156 2.9 -5.0 -1.2
H 0.254695 -5.133026 -0.581799 -0.2 -0.6 -0.3
H -0.468685 -5.801054 0.932943 -0.4 -0.2 -0.4
H 1.242842 -4.434268 2.020945 -0.3 -1.2 0.6
H 1.915873 -4.213285 0.528796 0.9 -0.4 -0.5
```
Positions in Å, forces in eV/Å.

The lowest total charge belongs to which entry?
C23H25AgBrN8S2